Entry from the Open Molecules 2025 dataset: a structure of composition C36H38Cl3N4ORhSSeTe at a distorted geometry (wB97M-V/def2-TZVPD).

## Properties
- HOMO-LUMO gap (spin up / spin down): 5.02 / 4.47 eV
- Net charge: +2
- E_HOMO (spin up / spin down): -12.79 / -12.59 eV
- Relative energy (zero: lowest compared OMol25 entry of this formula, charge and spin): 0.9751 eV

Positions of all 86 atoms, in Å:
Rh 0.12090 -0.02353 0.27428
Cl -2.85004 -3.60326 5.83527
C -2.36064 -3.05346 4.31842
C -1.32785 -2.09091 4.24231
C -0.93331 -1.66658 3.01940
Cl 0.27865 -0.43726 2.87740
C -1.50862 -2.17103 1.78889
O -1.10753 -1.81534 0.66663
C -2.60364 -3.11383 1.94173
Cl -3.39870 -3.65033 0.52976
C -3.00428 -3.54683 3.16798
H -0.87074 -1.70035 5.14328
H -3.81465 -4.25857 3.26069
C 3.43734 -1.83861 0.95605
Te 2.83456 0.19958 0.73944
C 4.32596 0.25972 -0.78163
C 5.29856 -0.82434 -0.37336
C 6.61101 -0.81286 -0.83138
C 7.48816 -1.81704 -0.45198
C 7.05830 -2.83737 0.38476
C 5.75092 -2.85126 0.84645
C 4.86885 -1.84447 0.46940
H 2.78848 -2.46069 0.34400
H 3.33817 -2.14125 1.99580
H 4.77600 1.24717 -0.80021
H 3.86616 0.07101 -1.74846
H 6.95184 -0.01239 -1.48102
H 8.51406 -1.79614 -0.80029
H 7.74657 -3.61660 0.68961
H 5.41671 -3.64620 1.50584
C -2.49179 1.03572 -6.06669
C -2.43319 2.44048 -5.45566
C -1.61046 2.54254 -4.16800
C -2.31358 2.07624 -2.90027
N -2.51712 0.61328 -2.81600
C -1.56868 -0.29900 -2.58025
Se 0.22870 0.10028 -2.13528
N -2.12308 -1.52339 -2.61742
C -1.40598 -2.81507 -2.58086
C -1.53527 -3.56363 -3.90503
C -0.95282 -2.81240 -5.10000
C 0.56142 -2.60997 -5.01904
C -3.49270 -1.38649 -2.83696
C -4.52583 -2.32383 -2.86464
C -5.80387 -1.83462 -3.03304
C -6.04979 -0.45546 -3.18300
C -5.02560 0.46709 -3.15538
C -3.73827 -0.03060 -2.96443
H -2.96254 1.06384 -7.05056
H -3.06493 0.33129 -5.45776
H -1.48146 0.63465 -6.19913
H -3.44626 2.81705 -5.27743
H -1.98037 3.10961 -6.18784
H -1.32957 3.58312 -3.99175
H -0.68184 1.98240 -4.28788
H -3.30187 2.52844 -2.83358
H -1.74547 2.37838 -2.02464
H -1.80549 -3.40397 -1.75538
H -0.36779 -2.59300 -2.36446
H -2.58481 -3.79493 -4.09837
H -1.01906 -4.51942 -3.78117
H -1.45776 -1.84577 -5.21229
H -1.18875 -3.38401 -5.99812
H 0.84296 -1.89137 -4.24694
H 0.95376 -2.23819 -5.96659
H 1.06834 -3.55449 -4.79977
H -4.33960 -3.38683 -2.75703
H -6.63770 -2.52542 -3.05293
H -7.06769 -0.11372 -3.32909
H -5.22099 1.52593 -3.28398
N -3.20583 0.21792 0.14489
C -2.62119 1.33981 0.63093
N -1.33128 1.48445 0.81393
C -1.02813 2.78013 1.28350
C 0.22819 3.26759 1.61449
C 0.34404 4.57455 2.06032
C -0.77705 5.39535 2.18113
C -2.03532 4.91678 1.86434
C -2.13940 3.60556 1.42185
S -3.58500 2.73201 0.98848
H -2.68300 -0.64285 0.14959
H -4.20964 0.14230 0.15814
H 1.09782 2.63466 1.53085
H 1.32146 4.96505 2.31619
H -0.66531 6.41386 2.52966
H -2.91168 5.54509 1.96530

Atoms 1-2, force components in eV/Å:
-1.1243 -0.6335 0.8974
-0.2612 -0.2732 0.7833

---

Entry from the Open Molecules 2025 dataset: a structure of composition C36H38CsINOP3S (wB97M-V/def2-TZVPD).

## Properties
- HOMO-LUMO gap: 6.93 eV
- Net charge: 0
- E_HOMO: -6.97 eV
- Relative energy (zero: lowest compared OMol25 entry of this formula, charge and spin): 0.5232 eV

Positions of all 82 atoms, in Å:
Cs 0.04396 0.01356 -0.02040
I -1.34592 2.63319 2.22318
C -1.21082 3.04595 4.29636
C -2.00104 4.12677 4.60835
C -2.12069 4.63584 5.90793
C -1.43265 4.03135 6.90832
C -0.61245 2.91002 6.63946
C 0.05053 2.33511 7.74880
C 0.85451 1.25144 7.60090
C 1.01867 0.72142 6.31572
C 0.41053 1.24223 5.19652
P 0.77688 0.31383 3.64208
C -0.15947 -1.22471 3.97593
C -1.39748 -1.34108 3.34830
C -2.21441 -2.43429 3.59412
C -1.80172 -3.43295 4.45824
C -0.58133 -3.31716 5.10965
C 0.22227 -2.21472 4.88193
C 2.53308 -0.08817 3.95060
C 3.10520 -1.34198 3.76930
C 4.46423 -1.53771 3.96870
C 5.28743 -0.47422 4.30071
C 4.73678 0.79351 4.42971
C 3.37803 0.98152 4.26147
C -0.46352 2.37880 5.32283
H -2.56095 4.61038 3.82076
H -2.75711 5.49031 6.09004
H -1.49479 4.38248 7.92945
H -0.11081 2.78674 8.71864
H 1.35898 0.80180 8.44457
H 1.66638 -0.13342 6.21101
H -1.76443 -0.55584 2.69847
H -3.18210 -2.49718 3.11267
H -2.43772 -4.28853 4.64210
H -0.26187 -4.07920 5.80800
H 1.15324 -2.11929 5.42326
H 2.49083 -2.18697 3.48284
H 4.87288 -2.53412 3.87183
H 6.34630 -0.62775 4.46071
H 5.36335 1.63890 4.68073
H 2.96966 1.97681 4.39662
C 0.99179 -4.47780 -1.28277
P 0.54711 -2.80977 -1.88628
C 2.10542 -2.35653 -2.74186
C -0.50066 -3.17014 -3.35962
C -0.73502 -4.47999 -3.77212
C -1.53574 -4.76149 -4.86645
C -2.11133 -3.72504 -5.58016
C -1.88664 -2.42172 -5.17774
C -1.10005 -2.12232 -4.07029
P -0.87352 -0.36186 -3.56290
C -0.29910 0.38319 -5.13171
C -2.60446 0.21860 -3.53336
H 1.50799 -5.10361 -2.01385
H 0.09825 -5.00034 -0.94037
H 1.64046 -4.34467 -0.41676
H 2.36816 -3.07320 -3.52372
H 2.92072 -2.31866 -2.01928
H 2.00854 -1.36825 -3.19017
H -0.28760 -5.30283 -3.23261
H -1.70459 -5.78884 -5.16012
H -2.73387 -3.92934 -6.44088
H -2.34331 -1.61583 -5.73821
H -0.96361 0.18477 -5.97488
H 0.69686 0.01221 -5.37877
H -0.23781 1.46345 -4.99111
H -3.13935 -0.03439 -4.44997
H -2.62644 1.30120 -3.39717
H -3.12719 -0.23058 -2.68799
S -2.67146 4.05277 -2.34444
C -1.98195 2.94296 -1.34761
N -1.48239 2.12717 -0.67019
C 4.14693 -2.92824 0.71759
C 3.47860 -1.59321 0.56229
C 4.32730 -0.37123 0.33314
O 2.26673 -1.49709 0.56749
H 5.05835 -2.85554 1.30328
H 4.43686 -3.27599 -0.27634
H 3.45234 -3.64112 1.15294
H 5.37902 -0.53538 0.55597
H 3.94253 0.43731 0.95398
H 4.22947 -0.08003 -0.71443

Atoms 1-2, force components in eV/Å:
-0.0928 -0.1399 0.3065
0.0741 -0.0122 0.1050

---

Entry from the Open Molecules 2025 dataset: a cluster of 6 separate species, C36H38F5NO2 in total (wB97M-V/def2-TZVPD).

## Properties
- HOMO-LUMO gap: 9.59 eV
- Net charge: 0
- SMILES string: CCC[C@@H](C)OC(N)=O.Fc1ccccc1.Fc1ccccc1.Fc1ccccc1.Fc1ccccc1.Fc1ccccc1
- E_HOMO: -9.08 eV
- Relative energy (zero: lowest compared OMol25 entry of this formula, charge and spin): 0.0000 eV

Positions of all 82 atoms, in Å:
C 1.31350 3.27137 -1.26931
C -0.03391 2.54151 -1.37135
C -0.85237 3.01546 -2.56691
C -2.17301 2.27325 -2.81312
C -2.69247 1.37455 -1.69941
O -3.18384 3.16861 -3.33880
C -3.77689 4.14025 -2.63898
N -3.33454 4.27148 -1.30894
O -4.59210 4.85501 -3.15573
H 1.38729 3.84548 -0.34660
H 1.45008 3.97093 -2.09553
H 2.15639 2.58242 -1.27992
H 0.13149 1.46309 -1.43232
H -0.61342 2.72506 -0.46624
H -1.06260 4.07557 -2.42974
H -0.24741 2.93301 -3.47333
H -2.01734 1.61598 -3.66565
H -2.12904 0.44326 -1.70371
H -2.61737 1.81070 -0.70531
H -3.73420 1.12192 -1.90173
H -3.60127 3.48631 -0.72965
H -3.76313 5.11274 -0.93873
F 3.15053 -0.69590 0.99444
C 4.20351 0.10250 0.71332
C 5.15296 0.31704 1.69122
C 6.22943 1.13971 1.39030
C 6.33823 1.72851 0.13825
C 5.36564 1.49188 -0.82341
C 4.28512 0.66843 -0.54204
H 5.04361 -0.15092 2.65996
H 6.98654 1.32010 2.14186
H 7.17926 2.36969 -0.08756
H 5.44494 1.95039 -1.80033
H 3.51624 0.46193 -1.27401
F 5.56641 -4.85623 -0.12154
C 4.42111 -5.03171 0.57355
C 3.82930 -3.93364 1.16355
C 2.65031 -4.11820 1.87080
C 2.09032 -5.38381 1.98074
C 2.71290 -6.46987 1.38158
C 3.89077 -6.30221 0.66611
H 4.28163 -2.95736 1.06160
H 2.16503 -3.26693 2.32911
H 1.16972 -5.52208 2.53050
H 2.27951 -7.45791 1.46698
H 4.39211 -7.13121 0.18600
F -2.10872 3.93282 1.56615
C -2.93350 3.71357 2.61366
C -2.61676 4.27803 3.83234
C -3.47038 4.05246 4.90241
C -4.61055 3.27678 4.74350
C -4.89989 2.72042 3.50586
C -4.05734 2.93576 2.42424
H -1.72265 4.87797 3.92967
H -3.24102 4.48804 5.86586
H -5.27128 3.10563 5.58222
H -5.78526 2.11226 3.37688
H -4.26346 2.50232 1.45457
F -0.83016 -0.58884 -3.82013
C -0.25485 -0.22858 -4.99024
C -0.82007 -0.66287 -6.17078
C -0.22445 -0.27370 -7.36223
C 0.90661 0.53077 -7.35549
C 1.44908 0.95138 -6.14928
C 0.86795 0.57248 -4.94749
H -1.70295 -1.28644 -6.14831
H -0.65161 -0.60049 -8.30093
H 1.36320 0.83075 -8.28869
H 2.33010 1.57943 -6.13969
H 1.26816 0.88735 -3.99278
F -0.57178 -3.58924 2.45639
C -1.42201 -4.13099 3.35435
C -2.21753 -5.18612 2.95613
C -3.08330 -5.74278 3.88695
C -3.14063 -5.24502 5.18127
C -2.32652 -4.18286 5.54965
C -1.45396 -3.61346 4.63322
H -2.15374 -5.55340 1.94107
H -3.71561 -6.57114 3.59589
H -3.81777 -5.68408 5.90115
H -2.36814 -3.79178 6.55763
H -0.80826 -2.78661 4.89501

Atoms 1-2, force components in eV/Å:
-0.0010 0.0560 0.0234
0.0015 -0.0040 0.0004

---

Entry from the Open Molecules 2025 dataset: a cluster of 6 separate species, C36H39Cl21O4 in total at a distorted geometry (wB97M-V/def2-TZVPD).

## Properties
- HOMO-LUMO gap: 8.39 eV
- Net charge: 0
- SMILES string: CCCCCCc1c(OCCOCC)c(Cc2cccc(C)c2)cc2c1C(=O)C([C@@H](Cl)CC)=CC2=O.ClC(Cl)(Cl)Cl.ClC(Cl)(Cl)Cl.ClC(Cl)(Cl)Cl.ClC(Cl)(Cl)Cl.ClC(Cl)(Cl)Cl
- E_HOMO: -9.00 eV

Positions of all 100 atoms, in Å:
C 4.51240 2.17572 2.25530
C 3.54265 2.14760 1.03482
C 4.29529 1.63300 -0.19681
C 3.43485 1.47732 -1.49553
C 2.51928 0.22551 -1.29164
C 1.05567 0.35782 -1.83408
C -0.08084 0.06193 -0.83477
C -0.48170 -1.27692 -0.59228
O 0.23395 -2.23286 -1.27672
C 0.92133 -3.17965 -0.44693
C 1.64957 -2.59245 0.79360
O 2.95729 -3.19221 0.82628
C 3.20411 -3.87929 2.04961
C 4.57150 -4.58478 1.87179
C -1.54781 -1.52117 0.25978
C -2.04244 -2.96199 0.51251
C -3.55281 -3.01212 0.19707
C -3.87893 -3.10947 -1.15595
C -5.19729 -3.12593 -1.58513
C -6.19837 -3.05951 -0.61194
C -5.87906 -2.97522 0.73888
C -7.05906 -2.89022 1.71047
C -4.54765 -2.94466 1.16756
C -2.22973 -0.49856 0.92168
C -1.85446 0.80494 0.69606
C -0.77847 1.09272 -0.18694
C -0.45837 2.57796 -0.40952
O 0.67455 2.98063 -0.52137
C -1.69351 3.48221 -0.43137
C -1.84172 4.66941 -1.39930
Cl -0.29773 5.29618 -2.05849
C -2.70262 4.16496 -2.59630
C -2.14701 2.85098 -3.21132
C -2.69017 3.20293 0.41512
C -2.57238 1.98807 1.33055
O -2.98707 1.98440 2.46680
H 4.92066 1.16327 2.41794
H 3.94899 2.47285 3.14452
H 5.33663 2.87401 2.04669
H 3.04342 3.11671 0.88337
H 2.73756 1.44698 1.32808
H 4.62136 0.60655 0.07180
H 5.22130 2.21807 -0.32512
H 2.90036 2.38326 -1.80381
H 4.15312 1.19467 -2.30571
H 2.46127 0.05010 -0.20877
H 3.01357 -0.64919 -1.73840
H 0.85800 1.33056 -2.30452
H 0.96496 -0.39447 -2.63667
H 1.69989 -3.63134 -1.08213
H 0.29959 -4.02104 -0.10399
H 1.81406 -1.50963 0.75777
H 1.08716 -2.91316 1.68829
H 2.43646 -4.64948 2.23069
H 3.31311 -3.14698 2.86828
H 5.24318 -3.97685 1.24354
H 4.43489 -5.52716 1.31491
H 5.06770 -4.79836 2.82819
H -1.87525 -3.19952 1.57352
H -1.59616 -3.68145 -0.17928
H -3.07738 -3.14866 -1.90194
H -5.43646 -3.17610 -2.64770
H -7.24716 -3.05572 -0.91364
H -7.29035 -1.84064 1.95477
H -7.95071 -3.26573 1.17906
H -6.94025 -3.52560 2.59726
H -4.29832 -2.85366 2.22762
H -3.07286 -0.71146 1.58379
H -2.44398 5.42546 -0.89507
H -3.71951 3.90930 -2.24456
H -2.83604 4.93750 -3.36682
H -1.06895 2.96371 -3.41458
H -2.27141 1.99552 -2.52549
H -2.66704 2.59012 -4.14627
H -3.60816 3.83948 0.45628
Cl 0.65416 1.04216 5.04185
C 0.25695 2.66112 4.44635
Cl -1.23209 3.22369 5.21547
Cl 1.56834 3.77874 4.84333
Cl 0.02003 2.59936 2.69339
Cl 6.79788 0.54980 -2.66973
C 6.70111 -0.23620 -4.24987
Cl 5.01016 -0.60262 -4.62264
Cl 7.35714 0.84326 -5.48768
Cl 7.63694 -1.73762 -4.22077
Cl -4.99570 0.80445 -3.59496
C -5.48029 0.87726 -1.89318
Cl -7.25019 0.84785 -1.78450
Cl -4.81585 -0.50743 -1.03389
Cl -4.87520 2.38016 -1.17241
Cl -3.58862 8.45203 0.42499
C -4.70385 7.25580 1.09571
Cl -6.22376 7.28951 0.19305
Cl -3.97417 5.63730 0.96094
Cl -5.01499 7.62047 2.79617
Cl 8.22014 -4.65595 0.11672
C 8.62468 -5.95173 1.25078
Cl 10.08435 -6.78430 0.69916
Cl 8.90832 -5.26345 2.85546
Cl 7.28409 -7.10286 1.33287

Atoms 1-2, force components in eV/Å:
-0.5502 0.0462 -0.7468
0.2233 -0.3939 0.7841

---

Entry from the Open Molecules 2025 dataset: a structure of composition C36H39EuN14PS2 at a distorted geometry (wB97M-V/def2-TZVPD).

## Properties
- HOMO-LUMO gap (spin up / spin down): 5.16 / 2.28 eV
- Net charge: +2
- Multiplicity: 8
- E_HOMO (spin up / spin down): -9.20 / -9.24 eV

Positions of all 93 atoms, in Å:
Eu -0.04387 -0.18973 0.11607
C -1.84418 -2.08439 -2.44701
N -0.46442 -1.57552 -2.31096
C 0.48448 -2.69110 -2.21491
C 0.22745 -3.55150 -0.99098
C 0.79415 -4.81190 -0.89265
C 0.41546 -5.63339 0.15765
C -0.53854 -5.17641 1.05238
C -1.01464 -3.88770 0.89663
N -0.61690 -3.06695 -0.07837
C -0.16014 -0.76778 -3.49380
C -0.84246 0.57616 -3.47080
C -1.66041 0.98567 -4.51071
C -2.15291 2.28139 -4.50840
C -1.78086 3.12432 -3.47543
C -0.97217 2.61611 -2.46993
N -0.52854 1.36004 -2.43548
C -2.92032 -1.25721 -1.78773
C -4.17001 -1.19134 -2.39098
C -5.23214 -0.62737 -1.70729
C -5.00950 -0.16012 -0.42290
C -3.72730 -0.23505 0.08607
N -2.67847 -0.73916 -0.57495
H -1.91201 -3.05922 -1.97902
H -2.09084 -2.23086 -3.50465
H 1.50340 -2.29439 -2.19531
H 0.41725 -3.34184 -3.09918
H 1.49022 -5.15720 -1.64824
H 0.83525 -6.62731 0.25565
H -0.89992 -5.80183 1.85843
H -1.74819 -3.48053 1.58631
H -0.42973 -1.29962 -4.41376
H 0.91491 -0.59431 -3.53159
H -1.89594 0.30286 -5.31825
H -2.80136 2.62854 -5.30396
H -2.10820 4.15549 -3.44391
H -0.66471 3.25477 -1.64960
H -4.30761 -1.60274 -3.38384
H -6.21438 -0.56951 -2.15991
H -5.80982 0.25615 0.17448
H -3.52688 0.11693 1.09128
C 3.43063 3.86334 3.59282
N 2.76139 2.59539 3.30298
C 2.76206 1.49439 4.11079
C 2.01869 0.54930 3.46187
N 1.56199 1.04078 2.26820
C 2.02121 2.27431 2.20211
P 1.70915 3.46274 0.88324
C -0.11139 3.34272 0.80135
N -0.86701 2.26828 0.62235
C -2.15949 2.72698 0.55388
C -2.18469 4.08235 0.69927
N -0.88240 4.46715 0.85126
C -0.43150 5.84839 1.04078
C 2.20089 2.47989 -0.57377
N 1.99324 1.19931 -0.82893
C 2.62069 0.95140 -2.02131
C 3.20394 2.08742 -2.49600
N 2.93307 3.05623 -1.57409
C 3.37151 4.44993 -1.66850
H 3.99314 3.75219 4.51415
H 2.70708 4.66544 3.72266
H 4.11994 4.12733 2.79498
H 3.27952 1.47620 5.05703
H 1.80888 -0.45032 3.80221
H -2.99278 2.07182 0.36728
H -3.00242 4.78578 0.70851
H -1.30525 6.49134 1.08139
H 0.20009 6.16638 0.21523
H 0.11944 5.94921 1.97178
H 2.61300 -0.02241 -2.48580
H 3.77129 2.28125 -3.39185
H 3.92382 4.57289 -2.59464
H 4.02061 4.70879 -0.83600
H 2.51736 5.12279 -1.68114
N 3.62499 -1.67790 -0.32208
C 2.97410 -2.18649 0.77147
N 1.79582 -1.78777 1.14691
C 1.39849 -2.47106 2.29139
C 2.26743 -3.40234 2.73775
S 3.66386 -3.43900 1.73916
C 0.14430 -2.09869 2.96667
C -0.33488 -2.67958 4.08754
S -1.71317 -1.82635 4.65966
C -1.56205 -0.73796 3.32810
N -0.59080 -1.01088 2.50563
N -2.38930 0.34150 3.17117
H 3.44663 -0.69942 -0.49460
H 4.58726 -1.94526 -0.44262
H 2.18564 -4.04879 3.59774
H 0.03778 -3.54058 4.62170
H -2.98939 0.58228 3.94122
H -1.97859 1.12902 2.69115

Atoms 1-2, force components in eV/Å:
-0.0979 -0.1592 -0.2953
0.0320 0.2426 0.0314

---

Number 1: M 990.6 g/mol. Number 2: M 885.5 g/mol. Number 3: M 611.7 g/mol. Number 4: M 1280.2 g/mol. Number 5: M 914.9 g/mol.